# 1
Formula: C5H11NO
Source: the Open Molecules 2025 dataset
Level of theory: ωB97M-V/def2-TZVPD

Positions of all 18 atoms, in Å:
O1 2.79 1.36 2.50
N1 2.37 -0.91 -1.09
C1 -3.53 0.66 0.05
C2 -2.33 0.06 -0.73
C3 1.09 -1.16 -0.45
C4 -1.20 -0.33 -0.07
C5 0.04 -0.31 -0.81
H1 -3.21 0.87 1.05
H2 3.17 -1.42 -0.95
H3 1.93 1.78 2.49
H4 -4.12 1.68 -0.26
H5 -1.22 -0.55 0.99
H6 1.09 -2.16 -0.04
H7 -2.44 0.13 -1.75
H8 -4.52 -0.20 0.01
H9 3.23 1.77 1.77
H10 2.46 -0.44 -2.10
H11 0.27 0.53 -1.49

Results
spin multiplicity: 1
E_tot: -8897.61836 eV
largest force on an atom: 4.686 eV Å⁻¹
LUMO energy: 0.914 eV
SMILES: C/C=C/C=C/N.O
energy relative to the best compared isomer or geometry (same formula, charge and spin): 94.1 kcal per mole

=====

# 2
Formula: C5H11NO
Source: the Open Molecules 2025 dataset
Level of theory: ωB97M-V/def2-TZVPD

Positions of all 18 atoms, in Å:
O1 2.40 -0.64 -1.55
N1 0.95 -0.77 0.22
C1 -1.76 -0.75 -0.70
C2 1.89 -1.26 -0.64
C3 -1.07 0.60 -0.48
C4 0.39 0.56 0.09
C5 0.48 1.32 1.42
H1 1.51 1.34 1.79
H2 -1.71 -1.07 -1.74
H3 0.61 -1.39 0.94
H4 1.05 1.06 -0.62
H5 -1.04 1.14 -1.43
H6 -0.16 0.87 2.19
H7 2.14 -2.32 -0.43
H8 -2.82 -0.70 -0.42
H9 0.14 2.36 1.28
H10 -1.68 1.21 0.19
H11 -1.32 -1.56 -0.10

Results
spin multiplicity: 1
E_tot: -8901.16137 eV
largest force on an atom: 0.392 eV Å⁻¹
LUMO energy: 0.880 eV
SMILES: CC[C@@H](C)NC=O
energy relative to the best compared isomer or geometry (same formula, charge and spin): 12.4 kcal per mole

=====

# 3
Formula: C5H11NO
Source: the Open Molecules 2025 dataset
Level of theory: ωB97M-V/def2-TZVPD

Positions of all 18 atoms, in Å:
O1 -2.65 0.78 -0.29
N1 -0.75 -0.38 0.25
C1 1.15 -0.37 -1.34
C2 0.70 1.62 0.17
C3 -0.14 -1.34 1.13
C4 0.09 0.46 -0.62
C5 -2.08 -0.09 0.34
H1 -2.61 -0.76 1.05
H2 -0.60 0.87 -1.36
H3 -0.91 -1.78 1.78
H4 0.71 -1.22 -1.85
H5 0.34 -2.16 0.58
H6 1.27 2.28 -0.49
H7 0.62 -0.88 1.78
H8 1.92 -0.74 -0.65
H9 1.66 0.25 -2.08
H10 1.38 1.26 0.95
H11 -0.10 2.21 0.64

Results
spin multiplicity: 1
E_tot: -8901.26670 eV
largest force on an atom: 0.308 eV Å⁻¹
LUMO energy: 0.875 eV
SMILES: CC(C)N(C)C=O
energy relative to the best compared isomer or geometry (same formula, charge and spin): 9.9 kcal per mole

=====

# 4
Formula: C5H11NO
Source: the Open Molecules 2025 dataset
Level of theory: ωB97M-V/def2-TZVPD

Positions of all 18 atoms, in Å:
O1 -0.65 -0.95 -0.77
N1 -1.47 0.34 1.48
C1 1.69 -1.60 0.21
C2 0.73 0.77 0.17
C3 1.02 -0.48 -0.53
C4 -1.71 1.52 -0.62
C5 -0.97 0.59 0.32
H1 -0.90 -0.30 2.03
H2 1.14 0.84 1.17
H3 1.32 -0.38 -1.57
H4 1.65 -2.53 -0.36
H5 -1.41 1.34 -1.65
H6 1.21 -1.77 1.18
H7 -1.50 2.56 -0.36
H8 2.74 -1.34 0.40
H9 -0.99 -1.61 -0.14
H10 -2.78 1.34 -0.54
H11 0.89 1.66 -0.43

Results
spin multiplicity: 1
E_tot: -8898.21995 eV
largest force on an atom: 3.913 eV Å⁻¹
LUMO energy: 0.831 eV
energy relative to the best compared isomer or geometry (same formula, charge and spin): 80.2 kcal per mole